1.
{"formula": "C16H32N4O9P", "method": "wB97M-V/def2-TZVPD", "relative_energy_kj_mol": 307.6, "gap_ev": 6.80, "total_charge": 1, "homo_energy_ev": -11.5201, "species": ["C", "C", "N", "C", "C", "N", "C", "N", "N", "O", "P", "C", "O", "C", "C", "O", "H", "H", "H", "H", "H", "H", "H", "H", "H", "H", "H", "H", "H", "H", "H", "H", "H", "H", "H", "H", "C", "C", "C", "O", "C", "O", "O", "H", "H", "H", "H", "H", "H", "C", "C", "C", "O", "C", "O", "O", "H", "H", "H", "H", "H", "H"], "xyz": [[3.9952, -1.5732, -3.2636], [3.1605, -0.5007, -2.3752], [2.1025, 0.2229, -3.1378], [0.7261, -0.2138, -2.8038], [0.5062, -1.7988, -2.6918], [-0.7614, -2.2997, -3.3306], [-0.6673, -3.7054, -3.6760], [-0.6740, -4.1223, -5.0982], [-0.5665, -4.7101, -2.8108], [-0.5099, -4.4854, -1.4809], [-2.2207, -1.9038, -2.3804], [-2.5946, -0.0563, -2.3977], [-3.5477, -2.5998, -3.2636], [2.3628, 0.2853, -4.5753], [1.4923, -0.3912, -5.7243], [3.3516, 0.9809, -4.9379], [4.7076, -1.0208, -3.9780], [3.3191, -2.2032, -3.9413], [4.5771, -2.3066, -2.6149], [3.9413, 0.2926, -2.0773], [2.7975, -0.9915, -1.4161], [-0.0644, 0.1754, -3.5368], [0.4376, 0.2504, -1.7797], [0.4155, -2.0383, -1.5629], [1.3591, -2.4383, -3.0855], [-1.5663, -3.7860, -5.4853], [0.1386, -3.7288, -5.5899], [-0.5285, -5.7032, -3.1166], [0.3284, -4.8810, -1.1500], [-3.7232, 0.1358, -2.3750], [-2.0973, 0.4047, -1.4747], [-2.2073, 0.3975, -3.3670], [-3.4212, -3.5654, -3.3579], [1.6654, -1.5130, -5.7649], [0.3863, -0.1033, -5.5994], [1.8140, 0.1044, -6.7105], [0.8096, 0.9582, 3.8225], [-0.1399, 0.9330, 2.6365], [0.3446, 0.1133, 1.4756], [-0.3101, 0.7325, 0.3707], [-0.4902, 2.0413, 0.7188], [-0.8045, 2.9037, -0.0469], [-0.2605, 2.2306, 2.0443], [1.6851, 0.3228, 3.6610], [1.1537, 1.9692, 4.0455], [0.3074, 0.5730, 4.7106], [-1.1400, 0.6228, 2.9578], [0.0602, -0.9371, 1.5572], [1.4252, 0.1807, 1.3141], [-2.6676, 4.7501, 7.7690], [-1.6545, 3.6228, 7.6435], [-0.6238, 3.8362, 6.5729], [-0.2589, 2.5018, 6.2308], [-1.3566, 1.7319, 6.4789], [-1.4899, 0.6028, 6.1008], [-2.2804, 2.4144, 7.2053], [-2.4504, 5.5742, 7.0848], [-3.6851, 4.4032, 7.5798], [-2.6397, 5.1696, 8.7773], [-1.1895, 3.4202, 8.6140], [0.2413, 4.3962, 6.9303], [-1.0203, 4.3226, 5.6763]], "forces_ev_per_angstrom": [[-0.2, 0.1, -0.3], [2.5, 0.2, -0.1], [-1.6, -1.9, -1.6], [-1.2, 0.1, 0.6], [0.4, -0.5, 1.9], [0.6, -1.7, -1.5], [0.2, 0.8, -1.1], [-0.6, 0.1, 2.7], [0.4, 1.0, -1.8], [0.2, -0.1, 0.7], [-2.4, -0.8, 2.1], [0.2, 0.3, -1.3], [2.1, 0.7, -0.1], [2.9, 2.5, -1.1], [-0.4, 1.2, 0.2], [-3.1, -2.6, 1.2], [-1.0, -0.9, 1.3], [0.7, 0.8, 1.0], [-0.7, 1.1, -0.7], [-1.2, -1.3, -0.2], [0.0, 0.8, -1.3], [1.5, -0.4, 0.9], [0.6, -0.8, -1.7], [0.3, 0.3, -1.5], [-0.9, 1.1, 0.3], [0.7, 0.1, -0.2], [-0.6, 0.1, 0.3], [-0.1, 0.9, -0.1], [-0.5, 0.2, -0.3], [1.5, -0.6, 0.1], [-0.6, -0.7, -1.4], [-0.5, -0.2, 1.3], [-0.3, 0.6, 0.4], [-0.3, 1.4, 0.1], [1.5, -0.9, -0.1], [-0.2, -0.9, 1.6], [0.1, -0.4, 0.4], [0.5, -0.1, 1.0], [0.0, -0.7, 0.0], [-0.1, 0.3, -0.1], [-0.3, 1.2, -0.2], [0.1, -0.7, 0.3], [-0.2, -0.2, -1.1], [0.0, 0.1, -0.2], [-0.1, -0.1, -0.1], [0.1, 0.1, -0.1], [0.1, 0.0, -0.1], [-0.1, 0.1, -0.1], [0.0, 0.1, 0.2], [0.0, 0.3, 0.4], [-0.6, 0.8, 0.3], [0.5, 0.4, 0.0], [-0.5, -0.4, 0.1], [-0.3, -0.6, 0.0], [0.1, 0.7, 0.2], [0.6, -0.6, -0.5], [0.0, -0.1, -0.1], [0.2, -0.1, 0.0], [-0.1, -0.1, -0.1], [0.1, -0.1, -0.2], [0.0, -0.2, -0.1], [-0.1, 0.0, 0.1]]}

2.
{"formula": "C16H32O26Rb2S5", "method": "wB97M-V/def2-TZVPD", "relative_energy_kj_mol": 53.7, "gap_ev": 8.70, "homo_energy_ev": -9.7008, "species": ["Rb", "Rb", "S", "O", "O", "O", "O", "C", "C", "O", "C", "O", "O", "C", "H", "H", "H", "H", "H", "H", "H", "H", "C", "C", "O", "C", "O", "O", "C", "H", "H", "H", "H", "H", "H", "H", "H", "C", "C", "O", "S", "O", "O", "O", "H", "H", "H", "H", "C", "C", "O", "S", "O", "O", "O", "H", "H", "H", "H", "C", "C", "O", "S", "O", "O", "O", "H", "H", "H", "H", "C", "C", "O", "S", "O", "O", "O", "H", "H", "H", "H"], "xyz": [[38.9261, -13.9000, -9.6132], [36.5025, -15.8956, -3.8804], [37.0321, -14.6957, -6.8823], [38.0470, -13.6434, -6.8083], [36.8187, -15.0864, -8.2833], [37.5658, -15.8998, -6.2167], [35.7648, -14.3516, -6.1877], [38.7049, -19.0983, -9.6647], [37.8060, -19.2713, -10.8839], [36.6291, -18.4820, -10.7765], [36.6620, -17.1799, -10.9436], [37.6733, -16.5475, -11.1169], [35.4373, -16.7067, -10.9577], [35.3123, -15.3285, -11.3226], [38.1848, -19.3461, -8.7367], [39.1535, -18.1115, -9.6025], [39.4572, -19.8939, -9.6892], [37.4844, -20.3083, -10.9040], [38.3349, -18.9420, -11.7801], [34.2826, -15.2928, -11.6763], [36.0448, -15.0156, -12.0603], [35.3356, -14.6316, -10.4847], [32.6906, -12.7356, -3.3469], [32.8412, -13.6216, -4.5824], [32.0727, -14.8226, -4.4447], [32.6228, -15.8226, -3.7851], [33.7801, -15.8761, -3.4367], [31.7390, -16.7849, -3.6877], [32.1333, -18.0125, -3.1390], [31.6812, -12.3592, -3.2077], [33.4144, -11.9327, -3.5339], [33.0580, -13.1494, -2.4073], [33.8942, -13.8619, -4.7397], [32.5806, -13.1044, -5.5034], [32.6331, -18.0021, -2.1677], [32.8920, -18.4929, -3.7732], [31.3145, -18.7246, -3.1207], [33.3261, -14.5083, -8.3168], [34.1492, -13.2105, -8.2693], [33.4273, -12.2512, -9.0556], [32.3243, -12.9153, -10.0137], [32.8609, -13.1392, -11.3265], [31.1210, -12.1602, -9.8248], [32.2030, -14.3339, -9.1798], [32.9861, -14.7498, -7.3104], [33.9253, -15.3488, -8.6664], [35.1397, -13.3563, -8.6904], [34.2248, -12.8236, -7.2611], [36.6262, -10.9816, -6.6945], [37.1054, -11.2574, -5.2904], [36.7851, -10.0700, -4.5701], [37.0244, -8.7617, -5.5099], [38.2914, -8.1627, -5.2178], [35.8042, -8.0405, -5.5083], [37.1252, -9.6232, -6.9011], [35.5506, -10.8914, -6.8344], [37.2138, -11.5437, -7.4113], [38.1917, -11.3692, -5.2902], [36.6642, -12.1311, -4.8192], [34.8830, -17.6425, -6.3789], [35.8589, -18.2205, -7.4128], [35.3789, -19.5575, -7.6165], [33.7679, -19.5067, -7.5882], [33.1936, -20.7056, -7.0554], [33.3387, -19.0375, -8.8669], [33.6668, -18.3819, -6.4561], [34.6813, -16.5961, -6.6067], [35.2839, -17.7057, -5.3677], [36.8845, -18.3215, -7.0694], [35.9117, -17.5523, -8.2739], [40.0570, -15.0046, -4.1743], [40.4548, -16.3335, -4.8006], [41.0981, -16.9856, -3.6601], [40.3583, -16.6200, -2.2493], [41.3571, -16.1063, -1.3600], [39.4410, -17.6520, -1.8717], [39.5236, -15.3997, -2.9460], [39.2724, -14.5369, -4.7734], [40.9158, -14.3311, -4.1516], [41.2340, -16.2896, -5.5546], [39.6245, -17.0072, -5.0081]], "forces_ev_per_angstrom": [[-0.3, -0.3, 0.1], [-0.1, 0.1, 0.8], [-0.1, -1.9, 0.2], [0.4, 1.2, -0.1], [-0.7, 0.6, -1.0], [0.7, -0.8, 0.6], [0.2, 0.6, -0.2], [0.0, -0.8, 0.2], [0.9, 0.8, 0.8], [-1.4, -0.7, 0.3], [0.5, -0.4, -0.3], [0.8, 0.8, -0.1], [0.1, 0.3, 0.3], [-1.2, 0.2, 0.0], [-0.3, 0.4, -0.1], [0.1, 0.0, 0.0], [0.3, 0.4, -0.3], [-0.2, 0.1, -0.4], [0.0, -0.4, -0.1], [0.2, 0.3, -0.4], [-0.1, -0.2, -0.2], [0.4, -0.4, 0.4], [0.8, 0.4, -0.6], [0.9, 0.2, 0.9], [-0.5, 0.3, -0.4], [0.3, 0.1, -0.9], [0.3, -0.2, 0.5], [-1.0, 0.1, 0.4], [1.6, -1.8, -0.1], [0.0, 0.1, -0.1], [-0.5, 0.4, 0.1], [-0.2, -0.6, -0.2], [0.0, -0.3, 0.2], [-0.8, -0.2, 0.1], [-0.5, 0.7, 0.2], [-0.2, 0.3, -0.2], [-0.4, 0.5, 0.0], [0.5, -0.5, 0.5], [-0.2, -0.1, -0.4], [-0.4, -0.1, -0.5], [-0.4, 0.0, 1.1], [-0.3, 0.0, 1.0], [0.8, -0.8, -0.5], [0.2, 1.5, -0.9], [-0.4, 0.0, -0.1], [0.0, 0.1, -0.1], [0.0, 0.0, 0.1], [0.0, 0.1, 0.0], [0.9, 1.2, -0.1], [0.4, -0.4, -0.1], [-0.1, 0.9, 0.1], [0.1, -1.8, -0.5], [-1.0, -0.3, -0.4], [0.2, 0.5, 0.1], [0.3, 1.1, 1.0], [0.0, -0.7, 0.0], [-0.7, -0.4, -0.1], [0.0, -0.2, -0.1], [-0.2, 0.2, 0.0], [0.6, 1.0, 0.0], [0.4, 0.3, 0.5], [-0.8, -0.2, -0.2], [-0.2, -0.9, -0.5], [0.8, 0.8, -0.3], [0.0, 0.2, 0.7], [0.0, -0.3, -0.3], [0.0, 0.0, 0.1], [-0.3, -0.4, 0.0], [-0.1, 0.1, 0.3], [-0.4, -0.6, -0.4], [0.0, -0.2, -2.3], [0.3, -0.6, 1.4], [0.1, -0.2, 1.4], [1.3, 0.5, -2.0], [-1.1, -0.6, -0.5], [0.4, 0.9, -0.1], [-0.6, -0.2, 2.0], [-0.1, 0.0, 0.2], [0.0, 0.0, 0.7], [-0.3, 0.0, -0.2], [-0.2, 0.6, -0.8]]}

3.
{"formula": "C16H32O2S", "method": "wB97M-V/def2-TZVPD", "relative_energy_kj_mol": 1429.8, "gap_ev": 9.17, "homo_energy_ev": -9.0995, "species": ["C", "C", "C", "C", "C", "C", "C", "C", "C", "C", "C", "C", "C", "C", "H", "H", "S", "C", "C", "O", "O", "H", "H", "H", "H", "H", "H", "H", "H", "H", "H", "H", "H", "H", "H", "H", "H", "H", "H", "H", "H", "H", "H", "H", "H", "H", "H", "H", "H", "H", "H"], "xyz": [[4.2232, 2.9339, 0.4872], [3.5761, 1.5974, 0.4077], [3.8431, 0.8926, -0.8876], [2.8298, -0.4510, -1.0310], [2.9573, -1.5987, -0.0149], [2.2618, -2.8755, -0.1200], [0.7487, -2.8810, -0.3939], [-0.0910, -2.1502, 0.3967], [-1.5848, -2.1635, -0.0161], [-2.4119, -1.5873, 1.1030], [-3.9653, -1.2417, 0.6686], [-4.2228, -0.3455, -0.5911], [-3.9420, 0.8363, -0.1627], [-3.3277, 1.9678, -1.1048], [-3.9294, 1.7824, -2.1953], [-3.3642, 2.8929, -0.7160], [-1.6135, 1.1922, -1.5212], [-0.6740, 2.4918, -0.5413], [-0.7040, 2.3819, 0.7794], [-1.6514, 2.8517, 1.6708], [-0.0118, 1.3314, 1.1919], [-0.2366, 1.2372, 2.3768], [-0.9620, 3.6699, -0.8177], [0.3259, 2.4128, -0.7610], [-3.3430, 1.2531, 0.5996], [-4.8536, 1.4631, 0.2021], [-3.3863, -0.8351, -1.2828], [-5.0765, -0.4274, -0.9452], [-4.6120, -1.1854, 1.6085], [-4.2027, -2.4671, 0.3905], [-2.4033, -2.0131, 1.9859], [-2.1043, -0.5691, 1.2168], [-1.8213, -3.1781, -0.0766], [-1.6275, -1.7775, -0.8886], [0.0145, -2.8065, 1.4488], [0.2627, -0.9362, 0.7547], [0.5448, -3.7699, -0.9492], [0.7149, -2.1543, -1.2106], [2.8569, -3.2021, -0.9758], [2.3231, -3.3011, 0.8009], [2.5611, -1.0931, 1.2039], [3.8579, -1.4950, 0.5763], [1.6389, -0.1269, -1.0246], [2.9614, -1.0571, -1.9217], [3.4268, 1.5128, -1.7991], [4.8848, 0.4164, -0.8850], [2.4339, 1.6843, 0.5491], [3.8667, 0.8800, 1.3193], [5.2710, 2.8572, 0.2140], [3.8536, 3.5544, 1.3690], [3.8839, 3.5961, -0.4875]], "forces_ev_per_angstrom": [[-1.5, 2.9, -2.2], [-1.9, -1.8, 2.2], [-2.2, -3.2, -1.6], [-2.0, 0.5, 0.9], [-1.2, 6.0, 6.2], [-0.4, 1.0, -2.4], [4.9, 1.5, -6.4], [-2.8, 2.1, 8.7], [2.1, -2.3, 7.1], [-2.8, 5.3, -5.8], [-0.4, -7.1, 0.6], [8.9, -10.3, 1.6], [0.1, 15.8, 2.4], [-1.5, -7.6, -5.8], [1.6, 1.3, 2.7], [0.3, 3.2, 1.1], [-0.4, 2.8, 1.1], [-1.9, 4.8, -7.2], [-7.3, -1.3, 11.9], [5.2, -1.4, -4.8], [0.1, -0.1, 5.8], [0.7, 0.6, -5.4], [0.4, -3.3, 0.3], [2.5, -0.4, -1.4], [1.3, -1.9, 2.2], [0.4, -1.4, -0.6], [-1.8, 1.3, 0.7], [-7.8, -1.3, -3.5], [0.8, 0.9, -1.4], [-0.2, 3.1, 0.2], [0.1, -2.6, 4.1], [1.1, 0.8, 0.6], [-0.6, -1.9, -0.5], [-0.9, 3.1, -5.9], [-0.9, 2.1, -1.4], [-0.8, -3.8, -1.5], [-1.1, -1.0, 0.6], [0.3, -0.2, -1.6], [-0.6, -1.9, 0.1], [1.2, -2.2, 2.4], [-0.1, -0.8, -3.0], [1.4, -1.3, -1.1], [3.0, -0.4, -0.2], [0.3, 0.8, -1.1], [1.8, -0.9, 1.6], [-1.2, 1.3, -0.7], [1.6, 0.0, -0.3], [-0.3, 1.6, -1.8], [0.5, 0.2, 1.1], [1.3, -0.9, -0.9], [0.3, -1.5, 2.2]]}

4.
{"formula": "C16H33AuN4OPS", "method": "wB97M-V/def2-TZVPD", "spin_multiplicity": 4, "s_squared": 3.802, "relative_energy_kj_mol": 80.0, "gap_ev": [6.84, 5.95], "total_charge": 2, "homo_energy_ev": [-12.5283, -14.2092], "species": ["C", "C", "N", "C", "C", "C", "C", "C", "P", "H", "H", "H", "C", "C", "H", "H", "H", "C", "C", "H", "H", "H", "H", "H", "H", "H", "H", "H", "H", "H", "H", "Au", "H", "O", "H", "H", "N", "C", "C", "N", "C", "S", "N", "C", "C", "H", "H", "H", "H", "H", "H", "H", "H", "H", "H", "H", "H"], "xyz": [[0.4617, -3.7012, 0.5143], [-0.3692, -3.9555, -0.7245], [-0.6532, -2.8263, -1.4247], [-1.3025, -2.8651, -2.6679], [-1.6677, -4.1728, -3.1585], [-1.3962, -5.3068, -2.4220], [-0.7290, -5.2211, -1.1651], [-1.5323, -1.6556, -3.3279], [-1.0043, -0.1747, -2.4957], [-0.4907, -6.1113, -0.5773], [-2.1769, -4.2415, -4.1245], [-1.6953, -6.2880, -2.8082], [-1.1767, -2.5792, 1.9199], [1.1725, -1.9701, 2.0776], [-2.0235, -1.6429, -4.3069], [1.5232, -3.6125, 0.2225], [0.3806, -4.5386, 1.2355], [-2.4165, 1.0180, -2.4338], [0.1470, 0.7357, -3.6451], [-2.0889, 1.9566, -1.9539], [-2.7942, 1.2346, -3.4488], [-3.2177, 0.5661, -1.8288], [0.4553, 1.6956, -3.1947], [1.0423, 0.1164, -3.8279], [-0.3411, 0.9315, -4.6167], [1.3736, -2.7356, 2.8559], [2.0858, -1.7962, 1.4887], [0.8718, -1.0293, 2.5617], [-1.0405, -3.3139, 2.7415], [-1.4842, -1.6077, 2.3313], [-1.9539, -2.9361, 1.2288], [-0.2396, -0.9855, -0.5193], [-1.7528, -0.8106, -0.0866], [1.9497, -1.5434, -1.2269], [2.2343, -0.7021, -1.6289], [1.6339, -2.0811, -1.9817], [0.0907, -2.4071, 1.1677], [-0.8963, 5.4486, 1.6986], [-0.6279, 4.0992, 2.3568], [-0.5678, 3.0528, 1.3551], [0.5219, 2.1467, 1.1281], [0.1811, 0.7450, 0.3908], [1.8882, 2.3786, 1.5012], [2.5155, 3.6654, 1.7309], [3.1243, 3.7165, 3.1284], [-0.0774, 5.7137, 0.9984], [-0.9714, 6.2357, 2.4781], [-1.8521, 5.4136, 1.1336], [0.2773, 4.1391, 2.9821], [-1.4638, 3.8711, 3.0526], [-1.4529, 2.8616, 0.8594], [2.5304, 1.5710, 1.4703], [3.3281, 3.7978, 0.9847], [1.8246, 4.5077, 1.5712], [3.8745, 2.9059, 3.2470], [3.6284, 4.6941, 3.2804], [2.3397, 3.5927, 3.9032]], "forces_ev_per_angstrom": [[0.2, 0.1, 0.5], [0.1, 1.2, -0.3], [-0.4, -2.7, -1.3], [0.3, -1.6, 1.0], [0.0, 0.9, -0.1], [0.3, -0.3, 0.7], [-0.6, 0.0, -1.1], [-0.2, -0.3, -0.2], [-0.3, 2.7, -2.8], [-0.1, 0.4, -0.2], [0.2, 0.0, 0.4], [0.1, 0.4, 0.2], [0.0, -0.1, 0.1], [0.2, -0.1, 0.2], [0.2, 0.0, 0.4], [-0.4, -0.1, 0.0], [0.0, 0.3, -0.3], [-0.1, -0.5, 0.3], [0.0, -0.5, -0.1], [0.0, -0.4, -0.2], [0.3, -0.1, 0.4], [0.2, 0.2, -0.2], [-0.2, -0.5, -0.1], [-0.3, 0.3, 0.0], [0.2, -0.1, 0.4], [-0.1, 0.4, -0.4], [-0.3, -0.1, 0.2], [0.1, -0.4, -0.2], [-0.1, 0.4, -0.4], [0.1, -0.4, -0.1], [0.2, 0.1, 0.3], [-1.9, -6.2, -2.8], [-2.2, 0.0, 0.6], [0.7, -0.2, -1.1], [0.2, -0.3, 0.2], [0.6, 0.2, 0.3], [0.4, -1.4, 1.0], [0.0, 0.4, 0.0], [-0.5, 0.7, 0.7], [2.9, -2.0, -0.5], [0.8, 4.0, 2.0], [2.2, 6.0, 3.2], [-3.5, -0.4, -0.8], [0.8, 0.8, 0.1], [0.1, 0.2, 0.3], [-0.5, -0.1, 0.4], [0.0, -0.4, -0.6], [0.6, 0.1, 0.3], [-0.3, -0.3, -0.4], [0.5, 0.0, -0.4], [1.1, -0.2, 0.4], [-1.0, 0.6, -0.2], [-0.5, -0.1, 0.3], [0.1, -0.6, 0.0], [-0.4, 0.5, 0.0], [-0.2, -0.6, 0.0], [0.5, 0.1, -0.4]]}